Molecular formula: C44H114F2HgN7O24S2
Method: DFT, ωB97M-V/def2-TZVPD

As for the total charge: +1. The relative energy (zero: lowest compared OMol25 entry of this formula, charge and spin) comes out at 0.000 eV. The value obtained for the total energy is -138306.325 eV. The value obtained for the LUMO energy is -4.2 eV. As for the gap between HOMO and LUMO: 5.316 eV. As for the HOMO energy: -0.348 Ha.

Geometry as XYZ:
```
194
Properties=species:S:1:pos:R:3:lowdin_charge:R:1
Hg -19.63485 -28.57048 -9.93282 1.3043
N -18.56382 -26.66720 -10.59218 -0.3284
S -18.78284 -25.24414 -11.09819 0.4688
O -18.33211 -24.89362 -12.41206 -0.2225
O -18.73661 -24.19051 -10.08442 -0.2474
F -20.38517 -25.44130 -11.49111 -0.2207
S -16.91377 -26.55531 -10.93841 0.5883
O -16.08393 -25.53297 -10.33764 -0.2148
O -16.55931 -27.11416 -12.24092 -0.2574
F -16.56063 -27.89709 -10.10123 -0.2199
C -12.62548 -25.46113 -13.91136 -0.2175
C -13.87552 -24.89988 -13.19847 -0.2122
O -13.72312 -23.52105 -13.27308 -0.0978
O -12.68013 -25.11109 -15.27669 -0.0517
H -12.62642 -26.53994 -13.75550 0.0973
H -11.66747 -25.15986 -13.48764 0.1199
H -13.79959 -25.03610 -12.11969 0.1148
H -14.83843 -25.23512 -13.58388 0.1243
H -14.40277 -23.14957 -12.70593 0.0369
H -12.99993 -24.20666 -15.31340 0.0846
C -13.61824 -23.44574 -9.31684 -0.1737
C -12.71853 -22.45333 -10.20142 -0.1939
O -11.89063 -21.60887 -9.37653 -0.0781
O -12.84894 -24.60754 -8.87912 -0.0937
H -14.39758 -23.86037 -9.95623 0.0714
H -14.13131 -23.02537 -8.45189 0.0995
H -13.22699 -21.77823 -10.88975 0.1037
H -12.08086 -23.01414 -10.88477 0.1113
H -11.07207 -22.10160 -9.28297 0.0730
H -12.14084 -24.29282 -8.31243 0.0673
C -16.72991 -22.00838 -13.05740 -0.2129
C -16.05549 -21.06489 -14.01355 -0.2185
O -15.15761 -21.79580 -14.86313 -0.0644
O -15.85593 -22.30952 -11.93640 -0.0889
H -17.10395 -22.89415 -13.57082 0.1080
H -17.64275 -21.57201 -12.65193 0.1108
H -15.59007 -20.29099 -13.40316 0.1164
H -16.70744 -20.58731 -14.74498 0.1238
H -14.56392 -22.28108 -14.28551 0.0237
H -16.39639 -22.38460 -11.14654 0.0434
C -16.51661 -19.32359 -10.16562 -0.2300
C -17.21020 -20.33227 -9.17591 -0.1915
O -17.30474 -21.69041 -9.62274 -0.0997
O -16.60583 -17.96291 -9.82724 -0.0440
H -16.94933 -19.44581 -11.15854 0.1146
H -15.45834 -19.58047 -10.21222 0.1164
H -18.25097 -20.03900 -9.03852 0.1032
H -16.88990 -20.27409 -8.13566 0.1120
H -17.83150 -22.08017 -8.92116 0.0248
H -15.87034 -17.87472 -9.21659 0.0868
C -16.96657 -22.86446 -6.48087 -0.0440
O -18.12269 -22.73694 -7.29449 -0.2510
C -19.38457 -22.91923 -6.77396 -0.2021
C -20.39496 -22.09773 -7.61766 -0.1616
N -20.87834 -22.81531 -8.80129 -0.0653
C -21.72588 -22.07625 -9.72566 -0.1780
C -21.75548 -22.71201 -11.13643 -0.2019
O -20.52407 -22.53532 -11.81406 -0.1982
C -20.53154 -22.83482 -13.21078 -0.0833
H -16.96868 -23.87464 -6.07144 0.0764
H -17.00500 -22.10023 -5.70461 0.0991
H -16.04893 -22.72376 -7.05204 0.0843
H -19.52034 -22.56812 -5.75103 0.1219
H -19.48098 -24.00460 -6.74602 0.1122
H -19.96878 -21.14269 -7.92487 0.1088
H -21.27073 -21.87567 -7.00788 0.1166
H -20.08632 -23.13828 -9.33840 0.0430
H -21.32008 -21.06462 -9.72256 0.1115
H -22.69863 -21.87470 -9.27706 0.1132
H -22.52712 -22.23716 -11.74241 0.1169
H -22.08994 -23.74893 -11.16864 0.1022
H -20.82296 -23.87056 -13.38518 0.0576
H -19.48141 -22.68318 -13.46040 0.0704
H -21.06336 -22.14715 -13.86833 0.0948
C -25.67125 -26.66641 -9.77067 -0.0690
O -24.24168 -26.51953 -9.80397 -0.1985
C -23.59826 -26.18565 -8.59051 -0.1992
C -22.09294 -26.34659 -8.67775 -0.1363
N -21.71235 -27.77754 -8.94157 -0.0800
C -21.54227 -28.42404 -7.63730 -0.1978
C -20.24407 -28.11822 -6.88161 -0.2339
O -19.24550 -27.84409 -7.79948 -0.2830
C -18.07224 -27.40396 -7.07574 -0.0319
H -25.98413 -27.49951 -9.14127 0.0849
H -25.91967 -26.87544 -10.81119 0.0777
H -26.24441 -25.77286 -9.52337 0.0936
H -23.98783 -26.72711 -7.72845 0.1214
H -23.88297 -25.14608 -8.42824 0.1339
H -21.65304 -25.92310 -7.77484 0.1240
H -21.70307 -25.72705 -9.48539 0.0935
H -22.50667 -28.25653 -9.34122 0.0574
H -21.54647 -29.48701 -7.87850 0.1171
H -22.46476 -28.25882 -7.08068 0.1283
H -20.12200 -28.83362 -6.06833 0.1419
H -20.44737 -27.21629 -6.30429 0.1267
H -18.15303 -26.38434 -6.69898 0.1009
H -17.19594 -27.41521 -7.72387 0.0699
H -17.94357 -28.11395 -6.25876 0.1000
C -14.55663 -24.19715 -3.26455 -0.1007
O -15.13375 -25.05350 -4.22206 -0.2048
C -14.33839 -26.13359 -4.59748 -0.2418
C -15.12223 -26.98793 -5.54900 -0.2038
N -14.17369 -27.87517 -6.23802 -0.0790
C -14.67926 -29.13639 -6.79341 -0.1732
C -15.06092 -30.25856 -5.74041 -0.2066
O -14.05059 -31.21945 -5.47769 -0.1926
C -12.98544 -30.64360 -4.74442 -0.0956
H -15.28022 -23.40459 -3.07385 0.0845
H -13.61865 -23.78953 -3.64157 0.0942
H -14.51612 -24.63951 -2.26918 0.0879
H -14.19101 -26.77073 -3.72545 0.1334
H -13.47179 -25.79031 -5.16250 0.1298
H -15.60732 -26.38172 -6.31403 0.1089
H -15.74273 -27.58488 -4.88060 0.1149
H -13.66523 -27.42908 -6.98807 0.1113
H -13.80866 -29.46375 -7.36174 0.1204
H -15.37693 -28.88391 -7.59192 0.0830
H -15.84721 -30.93228 -6.08096 0.1108
H -15.55727 -29.80459 -4.88271 0.1040
H -12.05763 -31.11516 -5.06830 0.0932
H -13.27648 -30.76978 -3.70160 0.0923
H -12.90308 -29.58550 -4.99293 0.0674
C -27.28936 -32.83582 -15.53105 -0.1213
O -27.14620 -31.44802 -15.32125 -0.1864
C -26.98159 -31.17302 -13.90700 -0.2148
C -27.05040 -29.64930 -13.69430 -0.2130
N -25.96405 -29.05085 -14.45737 -0.0542
C -26.01220 -27.55776 -14.52354 -0.1754
C -24.77094 -26.95146 -15.14333 -0.2302
O -23.76601 -26.61828 -14.21861 -0.2190
C -22.67588 -25.84155 -14.73721 -0.0720
H -26.51715 -33.45016 -15.06806 0.0838
H -27.18042 -32.98091 -16.60585 0.0912
H -28.24713 -33.23806 -15.20089 0.0888
H -26.03350 -31.59323 -13.57139 0.1096
H -27.71316 -31.64532 -13.25137 0.1178
H -26.89058 -29.44965 -12.63471 0.1039
H -28.05613 -29.35583 -13.99511 0.1212
H -26.10702 -29.38329 -15.40031 0.0978
H -26.02912 -27.21039 -13.49050 0.1050
H -26.91778 -27.19793 -15.01196 0.1211
H -25.07768 -26.02043 -15.61998 0.1200
H -24.41482 -27.56742 -15.96909 0.1261
H -21.85877 -25.73231 -14.02413 0.0640
H -23.00358 -24.85086 -15.05223 0.0936
H -22.35226 -26.38267 -15.62633 0.0935
C -16.49590 -26.36958 -19.92712 -0.0895
O -16.24947 -27.07885 -18.67632 -0.1883
C -14.90909 -27.53917 -18.63453 -0.2374
C -14.67288 -28.28379 -17.29829 -0.1973
N -14.71855 -27.46320 -16.08875 -0.0092
C -14.88982 -28.19759 -14.83881 -0.2096
C -13.72994 -29.15498 -14.55946 -0.2483
O -13.80359 -30.27438 -15.33585 -0.1832
C -14.89914 -31.16563 -15.19954 -0.0910
H -17.44788 -25.84340 -19.85661 0.0801
H -16.54477 -27.09646 -20.73790 0.0806
H -15.73534 -25.62104 -20.14923 0.0823
H -14.21522 -26.69892 -18.65943 0.1145
H -14.58870 -28.08933 -19.51927 0.1173
H -13.69743 -28.73048 -17.49082 0.1135
H -15.36620 -29.12455 -17.27496 0.1111
H -13.80688 -27.02997 -16.05312 0.0819
H -15.84127 -28.71707 -14.72488 0.0938
H -14.90835 -27.53106 -13.97655 0.0758
H -13.67247 -29.36037 -13.49052 0.1175
H -12.81310 -28.63336 -14.83409 0.1247
H -14.71838 -32.09400 -15.74134 0.0918
H -15.76940 -30.65542 -15.61239 0.0679
H -15.09500 -31.53387 -14.19249 0.0764
C -24.64619 -30.14625 -10.01507 -0.0370
O -23.46632 -29.40216 -10.38557 -0.2523
C -23.30144 -28.86762 -11.70156 -0.1951
C -22.06239 -28.16407 -12.12916 -0.1435
N -20.81128 -29.04159 -11.96772 -0.0906
C -19.82452 -28.81381 -13.03912 -0.1680
C -18.62427 -29.76867 -12.81537 -0.1539
O -18.11780 -29.65200 -11.46403 -0.3037
C -17.11516 -30.59943 -11.24126 -0.0952
H -25.49010 -29.49174 -10.23307 0.0674
H -24.54038 -30.35863 -8.95122 0.1000
H -24.83806 -30.99293 -10.67417 0.0886
H -24.03011 -28.06282 -11.79864 0.1118
H -23.44123 -29.70606 -12.38388 0.1342
H -21.98661 -27.25690 -11.52963 0.0986
H -22.13284 -27.87006 -13.17638 0.1051
H -21.03752 -30.01862 -12.08748 0.1173
H -19.52373 -27.76695 -12.99763 0.1111
H -20.34821 -28.93216 -13.98773 0.1375
H -17.82976 -29.60564 -13.54356 0.1260
H -19.03622 -30.73438 -13.10828 0.1293
H -16.19579 -30.36276 -11.77685 0.0957
H -17.34638 -31.58748 -11.63923 0.0997
H -16.89492 -30.67014 -10.17609 0.0983
```